Here is a 2-piece molecular cluster, C60H69N4O2 overall from the Open Molecules 2025 dataset. Energies are from ωB97M-V with the def2-TZVPD basis set.

Summary:
**Frontier orbital gap**: 0.143 hartree
**LUMO energy**: -5.4 eV
**Charge**: +1
**Calculated total energy**: -73383.3761 eV

Last columns: bonded neighbours and bond lengths (Å).
Element x y z (Å)
1 C 5.015 -6.555 2.121  C2 1.492, H18 1.088, H19 1.094, H20 1.093
2 C 3.809 -5.736 1.806  C1 1.492, C3 1.403, C17 1.400
3 C 3.954 -4.370 1.518  C2 1.403, C4 1.385, H21 1.093
4 C 2.858 -3.579 1.220  C3 1.385, C5 1.426, H22 1.092
5 C 1.536 -4.113 1.218  C4 1.426, C6 1.432, C16 1.433
6 C 0.379 -3.350 0.856  C5 1.432, C7 1.430, H23 1.080
7 C -0.856 -4.038 0.645  C6 1.430, C8 1.386, H24 1.102
8 C -1.983 -4.014 1.452  C7 1.386, C9 1.453, H25 1.112
9 C -3.064 -4.986 1.421  C8 1.453, C10 1.423, C15 1.423
10 C -4.424 -4.594 1.560  C9 1.423, C11 1.388, H26 1.092
11 C -5.425 -5.526 1.796  C10 1.388, C12 1.401, H27 1.095
12 C -5.122 -6.887 1.930  C11 1.401, C13 1.498, C14 1.403
13 C -6.180 -7.850 2.377  C12 1.498, H28 1.088, H29 1.094, H30 1.095
14 C -3.808 -7.308 1.672  C12 1.403, C15 1.392, H31 1.092
15 C -2.805 -6.385 1.392  C9 1.423, C14 1.392, H32 1.091
16 C 1.415 -5.492 1.590  C5 1.433, C17 1.381, H33 1.090
17 C 2.521 -6.284 1.827  C2 1.400, C16 1.381, H34 1.090
18 H 4.778 -7.613 2.207  C1 1.088
19 H 5.793 -6.455 1.358  C1 1.094
20 H 5.470 -6.239 3.064  C1 1.093
21 H 4.958 -3.937 1.545  C3 1.093
22 H 2.990 -2.519 0.993  C4 1.092
23 H 0.479 -2.299 0.629  C6 1.080
24 H -0.873 -4.745 -0.200  C7 1.102
25 H -2.031 -3.280 2.286  C8 1.112
26 H -4.678 -3.534 1.488  C10 1.092
27 H -6.467 -5.210 1.909  C11 1.095
28 H -5.767 -8.849 2.497  C13 1.088
29 H -6.607 -7.560 3.342  C13 1.094
30 H -7.023 -7.905 1.679  C13 1.095
31 H -3.591 -8.377 1.726  C14 1.092
32 H -1.784 -6.727 1.218  C15 1.091
33 H 0.418 -5.916 1.707  C16 1.090
34 H 2.398 -7.343 2.058  C17 1.090
35 C 0.613 4.244 2.050  C36 1.518, H84 1.096, H85 1.100, H86 1.090
36 C 1.067 3.362 3.199  C35 1.518, C37 1.537, C38 1.542, C39 1.561
37 C 2.569 3.048 3.124  C36 1.537, H87 1.098, H88 1.098, H89 1.099
38 C 0.817 4.202 4.468  C36 1.542, H90 1.095, H91 1.099, H92 1.097
39 C 0.294 2.008 3.279  C36 1.561, C40 1.398, C48 1.432
40 C 0.553 1.318 4.467  C39 1.398, C41 1.381, H93 1.093
41 C -0.171 0.202 4.837  C40 1.381, C42 1.390, H94 1.094
42 C -1.230 -0.216 4.039  C41 1.390, C43 1.397, H95 1.091
43 C -1.517 0.411 2.824  C42 1.397, C44 1.552, C48 1.431
44 C -2.794 -0.025 2.057  C43 1.552, C45 1.536, C46 1.532, C47 1.522
45 C -3.629 1.190 1.625  C44 1.536, H96 1.092, H97 1.104, H98 1.101
46 C -3.730 -0.881 2.917  C44 1.532, H99 1.095, H100 1.097, H101 1.099
47 C -2.371 -0.860 0.857  C44 1.522, H102 1.095, H103 1.101, H104 1.089
48 C -0.590 1.388 2.338  C39 1.432, C43 1.431, N49 1.454
49 N -0.527 1.675 0.914  C48 1.454, C50 1.387, N83 1.387
50 C 0.266 1.124 -0.082  N49 1.387, C51 1.388, N61 1.404
51 C 1.016 -0.037 0.051  C50 1.388, C52 1.466, H105 1.085
52 C 2.239 -0.315 -0.707  C51 1.466, C53 1.422, C60 1.430
53 C 2.261 -1.099 -1.893  C52 1.422, C54 1.387, H106 1.088
54 C 3.305 -0.995 -2.800  C53 1.387, C55 1.413, H107 1.090
55 C 4.403 -0.175 -2.456  C54 1.413, N56 1.418, C59 1.407
56 N 5.172 0.467 -3.460  C55 1.418, O57 1.258, O58 1.249
57 O 5.975 1.359 -3.087  N56 1.258
58 O 5.015 0.153 -4.659  N56 1.249
59 C 4.580 0.283 -1.137  C55 1.407, C60 1.386, H108 1.089
60 C 3.503 0.190 -0.270  C52 1.430, C59 1.386, H109 1.093
61 N 0.058 1.954 -1.194  C50 1.404, C62 1.450, C76 1.404
62 C 0.734 1.935 -2.477  N61 1.450, C63 1.417, C71 1.432
63 C 0.234 1.148 -3.544  C62 1.417, C64 1.557, C68 1.409
64 C -1.119 0.387 -3.654  C63 1.557, C65 1.537, C66 1.513, C67 1.535
65 C -1.882 0.862 -4.901  C64 1.537, H110 1.094, H111 1.098, H112 1.098
66 C -2.075 0.568 -2.495  C64 1.513, H113 1.089, H114 1.095, H115 1.100
67 C -0.803 -1.109 -3.795  C64 1.535, H116 1.098, H117 1.102, H118 1.099
68 C 1.023 1.004 -4.703  C63 1.409, C69 1.381, H119 1.097
69 C 2.173 1.748 -4.880  C68 1.381, C70 1.389, H120 1.092
70 C 2.567 2.642 -3.893  C69 1.389, C71 1.397, H121 1.090
71 C 1.871 2.779 -2.689  C62 1.432, C70 1.397, C72 1.572
72 C 2.418 3.877 -1.706  C71 1.572, C73 1.541, C74 1.519, C75 1.530
73 C 3.698 4.554 -2.233  C72 1.541, H122 1.097, H123 1.100, H124 1.098
74 C 2.831 3.242 -0.390  C72 1.519, H125 1.092, H126 1.097, H127 1.100
75 C 1.428 5.024 -1.493  C72 1.530, H128 1.090, H129 1.101, H130 1.097
76 C -0.945 2.869 -0.839  N61 1.404, C77 1.462, N83 1.319
77 C -1.624 3.831 -1.705  C76 1.462, C78 1.418, C82 1.421
78 C -1.380 4.023 -3.088  C77 1.418, C79 1.394, H131 1.089
79 C -2.070 5.001 -3.802  C78 1.394, C80 1.400, H132 1.092
80 C -3.006 5.817 -3.156  C79 1.400, C81 1.404, H133 1.090
81 C -3.257 5.646 -1.785  C80 1.404, C82 1.393, H134 1.091
82 C -2.584 4.660 -1.066  C77 1.421, C81 1.393, H135 1.097
83 N -1.277 2.738 0.431  N49 1.387, C76 1.319
84 H -0.463 4.443 2.102  C35 1.096
85 H 1.149 5.204 2.084  C35 1.100
86 H 0.811 3.796 1.076  C35 1.090
87 H 2.919 2.568 4.047  C37 1.098
88 H 2.790 2.363 2.295  C37 1.098
89 H 3.161 3.964 2.985  C37 1.099
90 H 1.190 3.736 5.386  C38 1.095
91 H 1.315 5.177 4.376  C38 1.099
92 H -0.258 4.387 4.588  C38 1.097
93 H 1.330 1.693 5.137  C40 1.093
94 H 0.046 -0.317 5.776  C41 1.094
95 H -1.845 -1.040 4.400  C42 1.091
96 H -3.123 1.800 0.874  C45 1.092
97 H -4.587 0.849 1.195  C45 1.104
98 H -3.836 1.831 2.496  C45 1.101
99 H -3.263 -1.814 3.251  C46 1.095
100 H -4.074 -0.317 3.793  C46 1.097
101 H -4.616 -1.168 2.335  C46 1.099
102 H -1.712 -1.679 1.164  C47 1.095
103 H -3.234 -1.292 0.327  C47 1.101
104 H -1.799 -0.241 0.167  C47 1.089
105 H 0.751 -0.605 0.937  C51 1.085
106 H 1.398 -1.725 -2.108  C53 1.088
107 H 3.269 -1.432 -3.797  C54 1.090
108 H 5.515 0.781 -0.881  C59 1.089
109 H 3.579 0.602 0.740  C60 1.093
110 H -1.337 0.638 -5.823  C65 1.094
111 H -2.854 0.353 -4.942  C65 1.098
112 H -2.062 1.944 -4.855  C65 1.098
113 H -1.591 0.320 -1.551  C66 1.089
114 H -2.478 1.585 -2.454  C66 1.095
115 H -2.927 -0.116 -2.621  C66 1.100
116 H -0.039 -1.395 -3.060  C67 1.098
117 H -1.697 -1.726 -3.612  C67 1.102
118 H -0.422 -1.335 -4.800  C67 1.099
119 H 0.714 0.300 -5.485  C68 1.097
120 H 2.768 1.662 -5.792  C69 1.092
121 H 3.450 3.246 -4.101  C70 1.090
122 H 3.495 5.151 -3.131  C73 1.097
123 H 4.083 5.243 -1.467  C73 1.100
124 H 4.494 3.828 -2.443  C73 1.098
125 H 2.066 2.566 -0.004  C74 1.092
126 H 3.740 2.644 -0.529  C74 1.097
127 H 3.046 4.012 0.365  C74 1.100
128 H 0.514 4.696 -0.999  C75 1.090
129 H 1.883 5.807 -0.866  C75 1.101
130 H 1.155 5.467 -2.459  C75 1.097
131 H -0.629 3.420 -3.596  C78 1.089
132 H -1.879 5.113 -4.871  C79 1.092
133 H -3.526 6.595 -3.716  C80 1.090
134 H -3.991 6.274 -1.278  C81 1.091
135 H -2.781 4.500 0.002  C82 1.097

Löwdin population analysis, charges in e, atoms 1 to 2: number 1, C, carries -0.022; number 2, C, carries -0.217

Here is a 4-piece molecular cluster, C15H32O16P4 overall from the Open Molecules 2025 dataset. Energies are from ωB97M-V with the def2-TZVPD basis set.

Summary:
**Frontier orbital gap**: 0.323 hartree
**SMILES**: C=CC1=C([PH2]=O)C(=O)OC1=O.COP(=O)(OC)OC.COP(=O)(OC)OC.COP(=O)(OC)OC
**LUMO energy**: -1.4 eV
**Charge**: 0
**Calculated total energy**: -85993.1148 eV

Last columns: bonded neighbours and bond lengths (Å).
Element x y z (Å)
1 C 3.428 -3.223 2.864  C2 1.357, H12 1.088, H13 1.083
2 C 2.271 -2.872 3.481  C1 1.357, C3 1.453, H14 1.082
3 C 1.478 -1.969 2.664  C2 1.453, C4 1.348, C10 1.512
4 C 0.287 -2.172 2.068  C3 1.348, P5 1.800, C7 1.476
5 P -0.834 -3.570 2.242  C4 1.800, O6 1.471, H15 1.413, H16 1.407
6 O -1.856 -3.699 1.192  P5 1.471
7 C 0.185 -1.061 1.101  C4 1.476, O8 1.195, O9 1.393
8 O -0.163 -1.260 -0.025  C7 1.195
9 O 0.986 0.032 1.423  C7 1.393, C10 1.399
10 C 1.736 -0.491 2.482  C3 1.512, O9 1.399, O11 1.187
11 O 2.161 0.193 3.353  C10 1.187
12 H 4.007 -2.434 2.389  C1 1.088
13 H 3.711 -4.234 2.599  C1 1.083
14 H 1.975 -3.292 4.433  C2 1.082
15 H -1.481 -3.226 3.450  P5 1.413
16 H -0.093 -4.720 2.571  P5 1.407
17 C 5.182 5.182 2.373  O18 1.436, H25 1.088, H26 1.087, H27 1.089
18 O 3.998 5.754 1.795  C17 1.436, P19 1.583
19 P 3.109 4.820 0.877  O18 1.583, O20 1.464, O21 1.582, O23 1.576
20 O 3.853 3.932 -0.017  P19 1.464
21 O 2.142 5.852 0.167  P19 1.582, C22 1.434
22 C 2.743 6.823 -0.701  O21 1.434, H28 1.090, H29 1.090, H30 1.086
23 O 2.162 4.101 1.912  P19 1.576, C24 1.441
24 C 1.375 2.989 1.445  O23 1.441, H31 1.079, H32 1.090, H33 1.087
25 H 6.031 5.370 1.718  C17 1.088
26 H 5.349 5.665 3.332  C17 1.087
27 H 5.074 4.109 2.526  C17 1.089
28 H 3.477 6.354 -1.357  C22 1.090
29 H 3.221 7.603 -0.109  C22 1.090
30 H 1.952 7.261 -1.303  C22 1.086
31 H 1.920 2.075 1.621  C24 1.079
32 H 1.147 3.081 0.383  C24 1.090
33 H 0.445 2.972 2.009  C24 1.087
34 C -6.356 -0.837 1.771  O35 1.437, H42 1.088, H43 1.087, H44 1.089
35 O -5.077 -0.186 1.732  C34 1.437, P36 1.581
36 P -5.011 1.269 1.115  O35 1.581, O37 1.463, O38 1.581, O40 1.581
37 O -5.834 1.488 -0.074  P36 1.463
38 O -3.457 1.491 0.923  P36 1.581, C39 1.437
39 C -2.784 0.622 -0.002  O38 1.437, H45 1.090, H46 1.089, H47 1.087
40 O -5.348 2.196 2.351  P36 1.581, C41 1.437
41 C -5.613 3.584 2.094  O40 1.437, H48 1.088, H49 1.089, H50 1.087
42 H -6.481 -1.439 0.874  C34 1.088
43 H -6.373 -1.482 2.646  C34 1.087
44 H -7.170 -0.117 1.840  C34 1.089
45 H -3.352 0.523 -0.927  C39 1.090
46 H -2.643 -0.360 0.446  C39 1.089
47 H -1.812 1.052 -0.229  C39 1.087
48 H -6.684 3.730 1.966  C41 1.088
49 H -5.092 3.935 1.204  C41 1.089
50 H -5.271 4.152 2.955  C41 1.087
51 C 2.890 -5.076 -3.901  O52 1.433, H59 1.089, H60 1.087, H61 1.089
52 O 2.142 -4.230 -4.784  C51 1.433, P53 1.586
53 P 0.646 -3.894 -4.382  O52 1.586, O54 1.464, O55 1.583, O57 1.574
54 O -0.112 -5.014 -3.823  P53 1.464
55 O 0.063 -3.273 -5.716  P53 1.583, C56 1.433
56 C -0.003 -4.129 -6.864  O55 1.433, H62 1.091, H63 1.090, H64 1.086
57 O 0.805 -2.639 -3.445  P53 1.574, C58 1.446
58 C -0.348 -2.197 -2.692  O57 1.446, H65 1.080, H66 1.090, H67 1.084
59 H 2.791 -6.112 -4.221  C51 1.089
60 H 3.933 -4.776 -3.958  C51 1.087
61 H 2.545 -4.983 -2.872  C51 1.089
62 H -0.409 -5.105 -6.596  C56 1.091
63 H 0.991 -4.249 -7.295  C56 1.090
64 H -0.656 -3.657 -7.591  C56 1.086
65 H -0.341 -2.664 -1.718  C58 1.080
66 H -1.276 -2.446 -3.206  C58 1.090
67 H -0.278 -1.121 -2.580  C58 1.084

natural (NBO) population analysis, charges in e, atoms 1 to 2: number 1, C, carries -0.287; number 2, C, carries -0.246

Here is one molecule with the formula C3H6N2OS from the Open Molecules 2025 dataset. Energies are from ωB97M-V with the def2-TZVPD basis set.

Summary:
**Frontier orbital gap**: 0.349 hartree
**SMILES**: CS/N=C\NC=O
**LUMO energy**: 0.8 eV
**Charge**: 0
**Relative energy (zero: lowest compared OMol25 entry of this formula, charge and spin)**: 41.75 kcal per mole
**Calculated total energy**: -19070.3562 eV

Last columns: bonded neighbours and bond lengths (Å).
Element x y z (Å)
1 C -0.777 -2.041 -2.128  H4 1.107, H5 1.115, H6 1.085, S13 1.773
2 C -0.156 -0.574 1.273  H7 1.089, N10 1.259, N11 1.419
3 C 0.412 1.914 0.970  H9 1.111, N11 1.401, O12 1.221
4 H -1.840 -2.271 -1.920  C1 1.107
5 H -0.874 -1.906 -3.230  C1 1.115
6 H -0.100 -2.863 -1.916  C1 1.085
7 H -0.333 -1.095 2.212  C2 1.089
8 H 1.049 0.622 2.410  N11 1.025
9 H -0.419 2.046 0.244  C3 1.111
10 N -0.549 -1.184 0.244  C2 1.259, S13 1.716
11 N 0.559 0.628 1.510  C2 1.419, C3 1.401, H8 1.025
12 O 1.178 2.806 1.300  C3 1.221
13 S -0.241 -0.555 -1.323  C1 1.773, N10 1.716

natural (NBO) population analysis, charges in e, atoms 1 to 2: number 1, C, carries -0.774; number 2, C, carries 0.255

Here is an isolated ion of composition C4H10NO3 and charge +1 from the Open Molecules 2025 dataset. Energies are from ωB97M-V with the def2-TZVPD basis set.

Summary:
**Frontier orbital gap**: 0.232 hartree
**LUMO energy**: -8.3 eV
**Charge**: +1
**Relative energy (zero: lowest compared OMol25 entry of this formula, charge and spin)**: 129.36 kcal per mole
**Calculated total energy**: -11931.0020 eV

Last columns: bonded neighbours and bond lengths (Å).
Element x y z (Å)
1 C -0.369 0.637 1.217  O2 1.423, C3 1.515, H9 1.096, H10 1.084
2 O 0.049 0.475 2.568  C1 1.423, H11 0.967
3 C 0.602 -0.219 0.429  C1 1.515, C4 1.540, N8 1.395, H12 1.090
4 C 0.549 -0.076 -1.104  C3 1.540, C5 1.761, H13 1.084, H14 1.088
5 C -1.117 -0.229 -1.657  C4 1.761, O6 1.398, O7 1.217, H15 1.129
6 O -1.390 -1.525 -1.212  C5 1.398, H17 0.971
7 O -1.791 0.701 -1.253  C5 1.217
8 N 1.935 0.159 0.592  C3 1.395, H16 1.011, H18 1.007
9 H -0.270 1.685 0.913  C1 1.096
10 H -1.408 0.332 1.185  C1 1.084
11 H -0.555 1.008 3.101  O2 0.967
12 H 0.451 -1.266 0.690  C3 1.090
13 H 0.937 0.853 -1.508  C4 1.084
14 H 1.037 -0.930 -1.568  C4 1.088
15 H -0.997 -0.383 -2.768  C5 1.129
16 H 2.108 1.043 1.049  N8 1.011
17 H -2.337 -1.649 -1.386  O6 0.971
18 H 2.566 -0.617 0.713  N8 1.007

natural (NBO) population analysis, charges in e, atoms 1 to 2: number 1, C, carries -0.093; number 2, O, carries -0.709